(1)
Density functional theory data (ωB97M-V/def2-TZVPD) for a structure of composition C24H43MnNP2.

Summary:
ΔE to the lowest compared entry with this formula, charge and spin: 434.8 kJ/mol
Spin multiplicity: 6
HOMO level (alpha / beta): -5.9 / -5.8 eV

Last column: Löwdin charge in e.
Atoms and positions in Å:
H: 1.02413 -1.30513 -0.20570  0.043
H: 1.28640 3.22984 -4.72536  0.046
C: -3.32238 -0.03467 4.21014  -0.110
H: 4.17522 -0.63518 0.03146  0.107
H: -3.02566 -3.12036 3.06461  0.125
H: -0.69317 -3.44963 4.00930  0.099
H: 2.42491 -0.54275 0.34735  0.078
C: 0.26263 -0.12600 2.37450  -0.144
C: -0.62694 -0.30182 -3.70200  -0.384
H: 1.61210 -2.56838 4.34455  0.097
C: -2.78168 -2.05458 2.94952  -0.189
H: 2.57960 2.66878 -3.58428  0.026
C: 4.02302 1.50631 -0.27821  -0.215
H: 1.73492 4.19444 -3.25593  0.056
H: -2.02255 -2.37588 -0.53876  0.032
C: 0.43428 0.74982 -3.91035  -0.387
H: -1.67822 0.02353 -3.82986  0.071
C: -1.19312 3.09669 -3.05732  -0.239
P: 0.33842 2.13843 -2.66277  0.943
C: -2.22448 -1.91253 -1.51808  -0.338
C: 1.75431 2.09922 -1.14699  -0.411
H: 5.42690 0.10093 -0.99834  0.104
H: -1.01225 -2.93059 -3.61615  0.029
H: -3.57967 -1.58004 6.21792  0.085
Mn: -2.43975 -0.13242 0.71811  0.811
H: -4.12817 0.20555 4.91531  0.090
H: 1.47647 0.38139 -3.91811  0.083
H: -1.44614 3.81963 -2.26815  0.042
H: 2.10699 -1.79592 -2.37275  0.052
H: 0.08918 0.87184 -0.30980  0.020
H: -1.88130 -1.84196 5.73560  0.086
H: 1.28871 3.03312 -0.75325  0.116
C: -1.31678 -1.86412 2.79103  -0.302
C: -0.38842 -2.53287 3.55648  -0.078
H: -2.09941 1.81604 2.66845  -0.016
H: -2.90582 -1.04967 -1.45984  0.010
C: 3.14132 2.31568 -1.16599  -0.153
H: 4.97119 2.04053 -0.15804  0.112
C: 1.21553 -0.81930 3.14962  -0.086
H: 2.17193 -0.33546 3.33568  0.098
H: 0.37791 0.93944 2.11972  0.093
C: 1.17660 0.91919 -0.33743  -0.263
H: -3.59162 0.36093 3.23084  0.040
H: 0.73891 -2.66647 -3.59076  0.033
H: -1.83804 2.41984 1.04270  -0.030
C: -0.14722 -2.77473 -2.94175  -0.277
H: -2.34581 0.36328 4.54746  0.100
C: 4.36453 0.11650 -0.75603  -0.202
H: -1.07595 3.63124 -4.01058  0.037
H: -3.18317 -1.58978 1.98453  0.074
C: -0.89657 -0.78327 2.03908  -0.208
H: -2.02326 2.38628 -3.14103  0.026
C: 2.51006 -0.97453 -1.80967  -0.105
N: -3.28743 -1.46018 4.16673  -0.272
P: -0.61679 -1.17418 -1.94023  0.969
C: 1.75511 -0.55257 -0.52596  -0.253
H: -0.42662 -1.02816 -4.50095  0.060
H: -3.11515 -3.16183 5.47000  0.092
H: 3.45975 1.42902 0.64590  0.096
H: -0.08361 -3.68145 -2.30088  0.049
C: 1.59668 3.16680 -3.65455  -0.243
H: 3.48952 3.22814 -1.61153  0.081
H: -3.55038 2.04280 1.49058  -0.048
H: 1.39104 1.27430 0.64624  0.059
C: 0.89703 -2.04135 3.72860  -0.088
C: -2.50451 1.76326 1.64560  -0.261
C: -2.93920 -2.06366 5.45393  -0.089
H: -2.46693 -2.66719 -2.27673  0.040
H: 0.18327 1.29619 -4.81872  0.068
C: 3.57909 -0.15949 -2.05393  -0.093
H: 3.80048 0.45908 -2.92483  0.103

(2)
Density functional theory data (ωB97M-V/def2-TZVPD) for a structure of composition C24H43N2OOsP3S.

Summary:
ΔE to the lowest compared entry with this formula, charge and spin: 474.1 kJ/mol
Spin multiplicity: 5
HOMO level (alpha / beta): -19.1 / -19.3 eV
Charge: +4

Last column: Löwdin charge in e.
Atoms and positions in Å:
C: 0.10409 1.42460 3.92349  -0.217
H: 1.24560 2.85780 1.53276  0.061
C: 0.01795 -1.31164 3.42267  -0.244
H: -2.39613 0.64703 3.24436  0.034
H: -2.76807 2.87162 -0.85479  0.039
H: 2.96105 0.26865 1.99567  0.016
C: -2.68638 -1.95285 0.07018  -0.227
C: -2.74023 0.43619 -5.29888  0.108
N: 2.22041 0.29854 -2.73162  0.166
H: -4.15242 1.92274 -6.00997  0.163
H: -2.98036 -2.85841 -0.48035  0.078
C: 1.60509 2.39555 0.60293  -0.063
C: -0.61494 -2.22775 -1.88807  -0.227
H: 2.74537 0.48536 -3.56848  0.126
C: -1.40178 1.01674 -3.35862  -0.318
C: -3.12911 2.05184 -0.21319  -0.228
C: 3.20496 -1.66281 0.03083  -0.244
H: 6.44972 -2.59737 -0.55594  0.145
C: 2.82357 -0.44325 -1.76150  -0.618
C: 5.29020 -3.18095 1.19754  0.065
H: -1.28015 -0.84968 -4.36161  0.149
H: -0.97651 0.81724 -0.80357  -0.075
H: 1.37570 2.16061 -1.51521  0.045
P: -1.84223 1.59150 1.00175  0.669
H: -1.43371 -1.83653 -2.52058  0.046
P: 0.55285 0.22018 2.54460  0.721
H: -1.05580 -1.45481 3.26573  0.047
H: -4.01286 2.39174 0.35609  0.083
C: 0.94893 2.55917 -0.58680  -0.081
H: 2.67952 -0.62554 3.51430  0.073
H: -3.39594 1.18869 -0.84350  0.047
C: -0.22210 -3.25517 0.61742  -0.207
H: -2.91343 -2.06735 1.14205  0.066
O: -0.46633 0.69385 -2.54179  -0.108
H: 2.03437 -2.22183 1.75402  0.062
C: -2.05960 2.29379 -3.33078  0.127
H: -1.13104 3.23571 2.71914  0.045
H: 2.50694 1.76800 0.63970  0.058
C: 5.50275 -2.52904 -0.02842  0.003
C: 4.48291 -1.78389 -0.59527  -0.390
H: 0.53987 -2.20120 3.06143  0.019
H: -0.66966 -4.11641 0.09875  0.085
H: 6.08283 -3.76482 1.65620  0.154
C: 2.37022 0.26240 2.92435  -0.236
C: -1.46363 3.26256 1.67228  -0.190
H: 0.19892 -1.23014 4.50430  0.079
H: -0.96186 1.62081 3.98430  0.021
C: -3.37604 1.68887 -5.27125  0.072
H: -3.30546 -0.13782 1.92394  0.037
H: 0.41801 1.01008 4.88600  0.081
Os: -0.22870 0.13094 0.30636  0.648
C: 3.00120 -2.33921 1.26936  -0.020
C: -1.79522 0.11129 -4.35972  0.124
H: -2.38080 3.87821 1.63759  0.091
C: -3.02619 2.59712 -4.27665  0.086
H: 0.03595 3.16197 -0.67605  0.051
H: -3.22423 -1.08090 -0.33563  0.047
H: -3.76579 1.49698 2.46664  0.080
H: -3.00149 -0.28250 -6.07211  0.167
H: -3.53738 3.57467 -4.23327  0.172
P: -0.93014 -1.82840 -0.19542  0.540
H: 1.17858 0.47751 -2.69586  0.072
H: 0.35467 -1.83451 -2.26302  0.045
H: 0.62912 2.36832 3.77808  0.053
H: 0.87177 -3.31267 0.50440  0.043
H: 2.64981 1.16485 3.50672  0.079
H: -0.59414 -3.33635 -1.91999  0.088
C: 4.04510 -3.08196 1.83265  0.024
S: 4.48794 -0.86976 -2.09027  1.222
C: -2.91261 0.82091 2.29139  -0.209
N: 2.28253 -0.86434 -0.62842  0.099
H: -0.69372 3.77969 1.08333  0.041
H: 3.86524 -3.59259 2.79236  0.151
H: -0.48292 -3.28973 1.68198  0.054
H: -1.75464 3.01780 -2.57105  0.135

(3)
Density functional theory data (ωB97M-V/def2-TZVPD) for a cluster of 2 separate species, C24H44ClFIN5O2P in total.

Summary:
HOMO level: -10.6 eV
Charge: +1

Last column: Löwdin charge in e.
Atoms and positions in Å:
C: 1.26544 0.84613 -2.90312  -0.250
C: 0.43185 -2.63177 0.09813  -0.161
O: -1.44759 4.29313 -1.37323  -0.334
H: -4.73802 2.89642 3.25163  0.097
N: -1.50958 0.86923 -1.08646  -0.003
H: -2.10113 3.14546 -3.33317  0.043
H: 6.33004 -0.00883 4.28201  0.078
H: 2.38491 0.33234 -1.15600  0.118
H: -1.49463 -0.04457 2.21797  0.098
C: 7.64942 -1.56776 2.36362  -0.180
C: 5.99384 -1.04631 4.23024  -0.108
H: -2.25378 -1.05023 -0.81072  0.144
H: 5.66391 -1.34403 5.22527  0.074
F: -4.90659 -1.99679 -1.68734  0.001
H: -0.17084 0.71875 3.05107  0.117
H: -1.06389 5.17182 -1.22814  0.067
H: -4.34909 0.12574 -2.47979  0.130
N: 5.74599 -1.68886 0.56251  0.150
C: -0.25852 0.82171 -3.16955  -0.730
H: 0.88135 -0.55525 -1.22389  0.070
C: -1.90109 1.58083 0.17142  -0.128
H: -5.95195 0.40885 0.34975  0.073
C: -2.07008 1.68824 3.38631  -0.196
H: 8.45416 -2.23925 2.06416  0.121
C: 2.46539 -2.15069 0.80791  -0.088
H: -0.45049 -0.92743 -4.05229  0.074
H: -4.31897 1.45386 2.33976  0.080
C: -2.45423 -0.22660 -1.49537  -0.200
H: -3.01889 2.44435 -2.24093  0.076
H: -0.64019 0.37832 -0.83898  0.140
H: -2.38604 2.53760 -0.00426  0.112
H: -4.19468 1.10879 -1.04712  0.112
H: -2.65075 0.97761 0.68126  0.113
N: -2.30512 2.23145 -2.93822  0.037
H: 1.26013 -3.12341 -2.19174  0.118
O: -2.72687 2.76316 2.72361  -0.192
H: -6.82384 -0.48401 -0.95420  0.095
H: -2.80833 1.00602 3.81209  0.120
H: 6.74659 -2.98993 3.71524  0.113
H: 1.74842 0.56239 -3.83625  0.074
H: 3.52966 -1.98340 0.77862  0.070
H: -2.69028 -0.32532 -3.69496  0.106
C: 2.11071 -2.69046 -1.66925  -0.118
C: 1.70477 -0.18654 -1.83625  -0.191
C: -3.95520 0.13095 -1.46408  -0.087
C: -0.73921 1.67869 1.19183  -0.163
N: -0.67136 -0.59037 -3.12179  -0.046
H: -4.14756 -1.40868 0.07256  0.140
C: -4.73190 -0.98893 -0.75201  -0.385
H: -2.31727 -1.85029 -2.86710  0.137
I: -0.51814 1.40619 -5.29912  0.940
C: -4.08989 2.52159 2.45432  -0.114
H: -6.38370 -1.28216 0.55583  0.087
H: 5.12462 -1.09233 3.57136  0.061
H: -0.59188 -2.48315 2.02939  0.088
H: -1.52743 2.11458 4.23167  0.126
H: 7.93461 -1.93517 4.46103  0.110
H: 1.84552 -1.84324 2.88749  0.093
H: 2.89569 -3.44644 -1.71357  0.130
C: -6.06504 -0.53916 -0.17469  -0.019
H: 3.57161 -1.20808 -2.29078  0.115
H: 2.26633 -1.51924 -3.43916  0.107
P: -0.16492 3.30995 -1.64859  0.655
N: 1.71683 -2.49336 -0.28238  -0.126
H: -4.39817 3.00682 1.52505  0.086
H: 8.04741 -0.55230 2.38265  0.123
C: -1.09729 1.73605 -2.22881  -0.566
C: -2.10407 -0.78315 -2.89188  -0.143
C: 1.62742 -2.09034 1.85934  -0.103
H: -0.43503 -2.87765 -0.49980  0.115
C: 6.58607 -1.63626 1.35665  -0.204
Cl: 0.66383 4.14617 -3.35779  0.278
H: 0.20734 1.31835 0.77759  0.109
C: 7.11228 -1.96189 3.74478  -0.257
H: 1.69554 1.80878 -2.63594  0.048
C: 2.50030 -1.38310 -2.38109  -0.146
H: -0.59091 2.73778 1.40055  0.112
C: 0.30092 -2.41579 1.43690  -0.095
C: -1.07475 0.93254 2.48138  -0.153

no.,E (eV)
1,-76960.7689
2,-71737.3098
3,-69769.8932